[1]
C8H10N2O2S | wB97M-V/def2-TZVPD

```
23
Properties=species:S:1:pos:R:3
C 2.69463 -0.56466 0.04558
C 3.14563 0.63568 0.59413
C 1.36889 -0.79076 -0.29750
C 2.13702 1.62280 0.87011
C 0.53930 0.23340 -0.00140
C -1.72372 -0.69108 0.78332
C -1.69432 -1.03849 -2.24924
C -1.67940 0.35656 -0.28171
N 0.87732 1.38132 0.51005
N -1.71912 -0.13350 2.09387
O -1.54995 -1.88311 0.52142
O -2.10432 0.07777 -1.50975
S -1.89363 2.09256 0.06558
H 3.56630 -1.22664 -0.33578
H 4.22246 0.90654 0.66136
H 1.03028 -1.69120 -0.75892
H 2.26050 2.64548 1.41080
H -0.57116 -1.23197 -2.56483
H -2.28948 -0.90298 -3.15844
H -1.90714 -2.02406 -1.77832
H -2.22296 0.68346 2.18756
H -1.84252 -0.77245 2.80507
H -0.64461 2.31533 0.38705
```

Calculated values
- frontier orbital gap (eV) = 9.0353
- relative energy (zero: lowest compared OMol25 entry of this formula, charge and spin) (kcal/mol) = 94.7

Atomic partial charges in e from the Löwdin method, atoms 1 to 6:
1. C -0.083
2. C -0.065
3. C -0.059
4. C -0.104
5. C -0.108
6. C -0.496


[2]
C8H10N2O5 | wB97M-V/def2-TZVPD

```
25
Properties=species:S:1:pos:R:3
O 4.36247 -1.42480 -0.57111
C 3.76784 -0.41797 -1.01385
O 2.36100 -0.17209 -0.84628
C 2.22322 1.14084 -0.20610
C 1.06673 1.94190 -1.03383
C -0.29144 1.10284 -0.76942
C -0.88965 1.01026 0.69145
C -2.18033 0.13305 0.82235
C -2.77548 -0.58954 -0.43570
N -2.15755 -0.41702 -1.72330
C -0.95647 0.37456 -1.95290
H 4.37243 0.38407 -1.58440
H 3.21811 1.70012 -0.20710
H 1.82825 0.93533 0.86139
H 1.30823 1.90473 -2.16376
H 1.00432 3.01782 -0.64028
H -0.40166 1.53556 1.58215
H -2.64722 0.03695 1.85676
H -3.70451 -1.24834 -0.28025
H -2.57538 -0.87548 -2.55260
H -0.53017 0.41530 -3.01773
N -1.59919 -2.62459 3.29834
O -1.42423 -1.42274 3.59145
O -0.96914 -3.50852 3.89707
O -2.41019 -2.93221 2.39766
```

Calculated values
- frontier orbital gap (eV) = 4.7508
- relative energy (zero: lowest compared OMol25 entry of this formula, charge and spin) (kcal/mol) = 235.7

Atomic partial charges in e from the Löwdin method, atoms 1 to 6:
1. O 0.066
2. C -0.250
3. O -0.104
4. C -0.174
5. C -0.114
6. C -0.113


[3]
C8H10N2OS | wB97M-V/def2-TZVPD

```
22
Properties=species:S:1:pos:R:3
C 1.24159 1.95393 -0.66673
C 2.01914 0.83393 -0.16443
C -0.05865 2.07344 -0.77094
C 1.55771 -0.25877 0.38824
C -1.34353 1.27802 -0.65848
C -1.33915 -0.06376 -0.56260
C 0.45354 -2.21951 -0.03022
C 0.72056 -1.42413 2.22898
N 1.09596 -1.36691 0.87630
N -2.48551 2.01828 -0.94073
O -1.95085 -2.31610 -1.78549
S -1.71129 -1.62159 -0.48456
H 1.76584 2.77945 -0.98833
H 3.19620 0.86847 -0.42230
H -0.29868 3.01114 -1.40448
H 0.66259 -1.99775 -1.03411
H 0.54258 -3.32777 0.11225
H 1.50084 -2.06052 2.68044
H 0.78151 -0.42284 2.72830
H -0.27279 -1.92949 2.39282
H -3.32582 1.35143 -1.09609
H -2.75179 2.84104 -0.39785
```

Calculated values
- frontier orbital gap (eV) = 6.6721
- relative energy (zero: lowest compared OMol25 entry of this formula, charge and spin) (kcal/mol) = 180.1

Atomic partial charges in e from the Löwdin method, atoms 1 to 6:
1. C -0.136
2. C -0.068
3. C -0.055
4. C 0.015
5. C -0.407
6. C -0.306


[4]
C8H10N2OS | wB97M-V/def2-TZVPD

```
22
Properties=species:S:1:pos:R:3
O 2.28957 -0.08400 0.14712
C 2.56378 -1.14648 0.95634
N 1.70600 -2.23722 0.59178
N 0.41041 -1.86009 0.38999
C 0.10432 -1.10466 -0.66923
S 0.68702 -1.60102 -2.17952
C -0.82020 0.03436 -0.40744
C -1.73771 0.42422 -1.39169
C -2.62633 1.41926 -1.16128
C -2.41985 2.28575 -0.06478
C -1.29357 2.11129 0.71355
C -0.59362 0.95895 0.55165
H 2.84962 -0.22653 -0.70862
H 2.43064 -0.90136 2.14057
H 3.66687 -1.44856 0.92737
H 2.13732 -2.96675 0.08371
H 0.00387 -1.54124 1.32644
H -2.08753 -0.31920 -2.13347
H -3.42281 1.62763 -1.91216
H -3.09226 3.11617 0.08003
H -1.15310 2.68746 1.63494
H 0.39757 0.77201 1.08470
```

Calculated values
- frontier orbital gap (eV) = 8.1829
- relative energy (zero: lowest compared OMol25 entry of this formula, charge and spin) (kcal/mol) = 56.5
- SMILES = OCNNC(=S)c1ccccc1

Atomic partial charges in e from the Löwdin method, atoms 1 to 6:
1. O -0.112
2. C -0.336
3. N -0.083
4. N -0.053
5. C -0.734
6. S 0.626


[5]
C8H10N2S | wB97M-V/def2-TZVPD

```
21
Properties=species:S:1:pos:R:3
C 2.85348 -1.95760 -0.76376
N 2.72611 -0.82811 0.18196
S 2.32778 0.69820 -0.70370
H 2.05247 -2.16848 -1.40669
H 3.81409 -1.81608 -1.33394
H 3.12600 -2.92539 -0.16883
H 2.10372 -1.17363 0.88332
H 3.56005 -0.49356 0.79193
N 0.12897 -1.41084 1.29849
C -0.60923 -0.64112 0.88214
C -1.51460 0.34414 0.50215
C -1.15306 1.45426 -0.17622
C -2.05528 2.37666 -0.66049
C -3.40695 2.16114 -0.41799
C -3.84320 1.06227 0.29924
C -2.91306 0.18864 0.74782
H -0.13196 1.47228 -0.48744
H -1.51764 3.27939 -1.08436
H -4.34614 2.71446 -0.56859
H -4.92842 0.95831 0.31450
H -3.19957 -0.60623 1.35467
```

Calculated values
- frontier orbital gap (eV) = 8.1623
- relative energy (zero: lowest compared OMol25 entry of this formula, charge and spin) (kcal/mol) = 42.8
- SMILES = C[NH2+][S-].N#Cc1ccccc1

Atomic partial charges in e from the Löwdin method, atoms 1 to 6:
1. C -0.174
2. N -0.503
3. S 0.345
4. H 0.053
5. H 0.089
6. H 0.113


[6]
C8H10N2S2 | wB97M-V/def2-TZVPD

```
22
Properties=species:S:1:pos:R:3
C -1.25680 -1.27460 1.13900
C -1.06624 -0.22290 0.07276
C -1.10884 -0.80745 -1.35665
C -2.24426 0.83417 -0.01828
C 0.29554 0.49421 0.09465
S 0.58715 2.24978 0.03665
C 2.29291 2.09400 0.18632
C 2.59956 0.77065 0.18137
N 3.81875 0.23377 0.28687
N 3.81843 -0.99133 0.20398
S 2.31296 -1.70003 0.21495
C 1.50165 -0.13742 0.07109
H -1.67889 -2.25822 0.70827
H -0.24710 -1.57395 1.49081
H -1.87675 -0.89448 1.93767
H -1.89132 -1.52297 -1.30350
H -1.18633 -0.11776 -2.10574
H -0.18836 -1.24654 -1.57343
H -2.34841 0.97014 -1.12759
H -3.20997 0.47279 0.31624
H -2.01007 1.78547 0.49249
H 3.08641 2.84267 0.05205
```

Calculated values
- frontier orbital gap (eV) = 8.5199
- relative energy (zero: lowest compared OMol25 entry of this formula, charge and spin) (kcal/mol) = 69.2
- SMILES = CC(C)(C)c1scc2nnsc12

Atomic partial charges in e from the Löwdin method, atoms 1 to 6:
1. C -0.035
2. C -0.551
3. C -0.056
4. C -0.055
5. C -0.427
6. S 1.057